Entry 1:
Entry from the OMol25 dataset: a molecular structure, C18H23GaIN8S2 (the ωB97M-V functional and the def2-TZVPD basis).

Output
Largest force on an atom   0.00316 hartree/bohr
Frontier orbital gap   7.679 eV
LUMO   -3.3 eV
E_HOMO   -10.9 eV

```
! wB97M-V def2-TZVPD RIJCOSX def2/J DEFGRID3
* xyz 1 1
Ga 0.294 0.588 0.698
N 3.460 2.973 -1.077
C 2.613 2.074 -0.560
S 0.923 2.502 -0.565
N 3.172 0.955 -0.122
N 2.280 0.078 0.364
C 2.658 -1.060 0.805
C 1.611 -1.946 1.321
C 1.892 -3.212 1.813
C 0.851 -3.994 2.279
C -0.444 -3.496 2.242
C -0.644 -2.224 1.740
N 0.355 -1.469 1.289
H 3.129 3.860 -1.409
H 4.443 2.760 -1.092
H 3.700 -1.361 0.794
H 2.913 -3.567 1.826
H 1.045 -4.984 2.669
H -1.283 -4.075 2.598
H -1.636 -1.788 1.691
C -4.466 4.192 -1.066
C -4.183 2.726 -1.391
C -3.460 2.023 -0.291
N -2.317 1.460 -0.418
N -1.853 0.893 0.753
C -2.681 1.052 1.761
N -2.476 0.564 2.995
S -4.109 1.915 1.327
H -4.988 4.662 -1.897
H -3.540 4.737 -0.889
H -5.096 4.294 -0.182
H -3.556 2.639 -2.278
H -5.116 2.197 -1.598
H -1.541 0.282 3.272
H -3.077 0.859 3.745
I 0.883 0.181 4.261
C 0.653 1.425 2.516
H 1.608 1.944 2.449
H -0.092 2.168 2.801
N -0.323 -0.366 -1.250
C 0.674 -1.136 -1.938
C 0.738 -2.508 -1.734
C 1.746 -3.246 -2.335
C 2.688 -2.619 -3.139
C 2.605 -1.251 -3.351
C 1.599 -0.505 -2.756
H -1.148 -0.934 -1.078
H -0.625 0.444 -1.784
H -0.003 -3.001 -1.115
H 1.789 -4.316 -2.182
H 3.472 -3.196 -3.608
H 3.326 -0.757 -3.988
H 1.536 0.564 -2.916
*
```


Entry 2:
Entry from the OMol25 dataset: a molecular structure, C35H49BBrN10OS4V in a non-equilibrium geometry (the ωB97M-V functional and the def2-TZVPD basis).

Output
Largest force on an atom   0.07463 hartree/bohr
Frontier orbital gap (alpha / beta)   7.190 / 8.206 eV
LUMO (alpha / beta)   -5.7 / -4.8 eV
E_HOMO (alpha / beta)   -12.8 / -13.0 eV

```
! wB97M-V def2-TZVPD RIJCOSX def2/J DEFGRID3
* xyz 2 3
V 0.418 0.498 -0.053
C -0.372 2.083 -5.129
C -1.186 2.618 -3.994
C -2.212 3.602 -4.473
C -0.414 3.387 -2.894
N -1.990 1.511 -3.306
C -3.320 1.212 -3.633
C -3.636 0.036 -2.998
N -2.454 -0.429 -2.415
B -2.456 -1.658 -1.458
N -1.160 -2.497 -1.603
C -1.064 -3.454 -2.623
C -0.012 -4.273 -2.282
N 0.457 -3.811 -1.115
C -0.168 -2.686 -0.707
S 0.039 -1.803 0.810
C 1.633 -4.490 -0.388
C 0.945 -5.183 0.813
C 2.203 -5.593 -1.314
C 2.720 -3.483 0.040
N -2.904 -1.285 -0.039
C -3.736 -2.142 0.576
C -4.256 -1.493 1.665
N -3.692 -0.239 1.681
C -2.885 -0.115 0.605
S -1.782 1.209 0.389
C -4.104 0.776 2.727
C -4.350 2.144 2.029
C -2.914 1.024 3.685
C -5.272 0.207 3.399
C -1.512 0.460 -2.625
S 0.273 0.233 -2.369
H 0.086 2.885 -5.689
H -0.922 1.545 -5.929
H 0.412 1.377 -4.859
H -1.722 4.538 -4.824
H -2.844 3.892 -3.654
H -2.758 3.309 -5.352
H 0.122 4.244 -3.374
H 0.375 2.828 -2.352
H -1.068 3.661 -2.095
H -3.954 1.943 -4.083
H -4.575 -0.410 -2.826
H -3.324 -2.298 -1.927
H -1.819 -3.526 -3.410
H 0.485 -5.137 -2.646
H 0.197 -5.929 0.477
H 0.310 -4.404 1.371
H 1.636 -5.571 1.524
H 1.447 -6.363 -1.549
H 2.933 -6.099 -0.781
H 2.513 -5.262 -2.314
H 2.530 -2.879 0.939
H 2.955 -2.833 -0.877
H 3.561 -4.093 0.226
H -3.842 -3.106 0.160
H -4.979 -1.767 2.360
H -3.417 2.590 1.626
H -4.928 2.786 2.734
H -4.942 2.015 1.098
H -2.046 1.111 3.068
H -2.761 0.120 4.310
H -3.023 1.935 4.279
H -6.103 -0.030 2.703
H -5.725 0.848 4.151
H -4.969 -0.659 3.960
S 4.938 0.471 0.982
C 3.258 0.101 1.013
N 2.657 0.485 -0.131
C 3.562 1.074 -1.039
C 3.222 1.757 -2.224
C 4.230 2.561 -2.793
C 5.577 2.486 -2.362
C 5.922 1.722 -1.276
C 4.888 1.150 -0.587
H 2.803 -0.284 1.901
H 2.292 1.806 -2.710
H 3.871 3.281 -3.579
H 6.202 3.103 -2.969
H 6.973 1.799 -0.779
Br 3.579 1.537 4.625
C 2.976 -0.294 4.489
C 3.830 -1.356 4.809
C 3.265 -2.667 4.799
C 1.951 -2.807 4.378
C 1.211 -1.657 4.111
N 1.698 -0.419 4.244
H 4.832 -1.111 5.060
H 3.855 -3.481 4.971
H 1.463 -3.800 4.345
H 0.169 -1.672 3.912
C 0.080 2.885 2.967
N 0.873 3.770 2.044
C 1.157 3.452 0.772
N 1.722 4.336 -0.035
O 0.886 2.295 0.335
H -0.956 2.924 2.658
H 0.323 3.221 3.976
H 0.462 1.827 2.926
H 1.290 4.630 2.275
H 2.024 5.251 0.309
H 2.235 4.002 -0.865
*
```


Entry 3:
Entry from the OMol25 dataset: 2 unconnected molecules or ions with the total composition C3H9O3 in a non-equilibrium geometry (the ωB97M-V functional and the def2-TZVPD basis).

Output
Largest force on an atom   0.08921 hartree/bohr
Frontier orbital gap   7.516 eV
LUMO   3.8 eV
E_HOMO   -3.7 eV

```
! wB97M-V def2-TZVPD RIJCOSX def2/J DEFGRID3
* xyz -1 1
C 0.332 0.790 -1.195
O 1.528 0.347 -0.811
C -0.948 0.051 -0.645
C -1.087 -0.179 0.821
O -1.869 -1.440 1.478
H 0.172 1.955 -0.977
H 0.164 0.611 -2.328
H -1.035 -0.906 -1.246
H -1.707 0.712 -1.003
H -0.027 -0.222 1.256
H -1.596 0.713 1.274
H -2.554 -1.610 0.729
H 3.130 0.063 1.507
H 2.356 -0.228 0.242
O 3.141 -0.659 0.897
*
```


Entry 4:
Entry from the OMol25 dataset: a molecular structure, C28H19F3N3NiO5S (the ωB97M-V functional and the def2-TZVPD basis).

Output
Largest force on an atom   0.00694 hartree/bohr
Frontier orbital gap (alpha / beta)   8.286 / 8.375 eV
LUMO (alpha / beta)   2.4 / 2.4 eV
E_HOMO (alpha / beta)   -5.8 / -5.9 eV

```
! wB97M-V def2-TZVPD RIJCOSX def2/J DEFGRID3
* xyz -1 1
Ni -1.147 -1.704 0.355
O -0.151 -5.279 -1.178
C -0.366 -4.128 -0.865
N -0.943 -3.617 0.257
C -1.260 -4.334 1.364
O -1.271 -5.534 1.550
C -1.607 -3.385 2.497
C -1.795 -3.831 3.790
C -2.025 -2.895 4.784
C -2.062 -1.550 4.452
C -1.880 -1.180 3.131
N -1.667 -2.087 2.179
C 0.054 -2.995 -1.783
C 0.821 -3.214 -2.910
C 1.217 -2.119 -3.660
C 0.837 -0.850 -3.258
C 0.058 -0.712 -2.123
N -0.332 -1.772 -1.416
H -1.733 -4.893 3.979
H -2.161 -3.208 5.811
H -2.220 -0.790 5.204
H -1.894 -0.150 2.800
H 1.101 -4.229 -3.155
H 1.832 -2.253 -4.541
H 1.151 0.029 -3.802
H -0.263 0.248 -1.743
C 6.046 1.202 -2.479
C 5.060 0.559 -1.539
C 4.469 -0.661 -1.844
C 3.567 -1.259 -0.972
C 3.244 -0.637 0.223
C 3.831 0.580 0.544
C 4.729 1.169 -0.331
S 2.026 -1.369 1.312
O 2.507 -1.094 2.650
O 1.953 -2.774 0.943
O 0.794 -0.638 0.968
H 6.121 0.644 -3.413
H 7.043 1.246 -2.034
H 5.752 2.226 -2.720
H 4.719 -1.155 -2.777
H 3.114 -2.215 -1.201
H 3.584 1.052 1.486
H 5.183 2.120 -0.069
F -5.574 6.671 0.483
C -4.398 6.543 -0.173
F -3.569 7.474 0.335
F -4.650 6.905 -1.452
C -3.845 5.157 -0.077
C -4.606 4.097 -0.560
C -4.121 2.807 -0.485
C -2.863 2.541 0.073
C -2.113 3.620 0.552
C -2.597 4.915 0.479
C -2.356 1.206 0.148
C -1.913 0.074 0.230
H -5.580 4.286 -0.995
H -4.710 1.980 -0.860
H -1.139 3.423 0.981
H -2.004 5.737 0.854
*
```


Entry 5:
Entry from the OMol25 dataset: a molecular structure, C3H7NOS in a non-equilibrium geometry (the ωB97M-V functional and the def2-TZVPD basis).

Output
Largest force on an atom   0.12062 hartree/bohr
Frontier orbital gap   8.881 eV
LUMO   0.4 eV
E_HOMO   -8.5 eV

```
! wB97M-V def2-TZVPD RIJCOSX def2/J DEFGRID3
* xyz 0 1
C 2.783 -0.001 0.035
C 0.316 -0.012 -0.168
C -3.517 0.053 -0.086
H 3.189 -0.121 1.395
H 3.660 -0.630 -0.670
H 2.720 1.231 -0.290
H 0.410 0.531 -1.200
H 0.549 0.662 0.796
H -4.123 -0.882 -0.310
H -4.266 0.968 0.531
N -2.158 0.108 0.013
O 1.516 -0.781 -0.083
S -1.078 -1.125 0.039
*
```


Entry 6:
Entry from the OMol25 dataset: a molecular structure, C9H26N4O11S2V in a non-equilibrium geometry (the ωB97M-V functional and the def2-TZVPD basis).

Output
Largest force on an atom   0.09698 hartree/bohr
Frontier orbital gap (alpha / beta)   7.372 / 7.908 eV
LUMO (alpha / beta)   2.3 / 2.3 eV
E_HOMO (alpha / beta)   -5.1 / -5.6 eV

```
! wB97M-V def2-TZVPD RIJCOSX def2/J DEFGRID3
* xyz -1 3
V 0.964 1.073 0.826
S 2.288 -0.834 2.375
O 1.820 -1.701 3.449
O 2.026 0.607 2.597
O 3.702 -1.117 2.040
O 1.482 -0.927 1.168
S 0.129 3.647 0.998
O 1.250 2.917 1.642
O -1.115 3.609 1.714
O 0.595 4.962 0.586
O 0.048 2.643 -0.093
C 1.726 -0.571 -2.758
C 0.320 -0.030 -2.458
C -0.770 -1.051 -2.915
O -0.482 -2.303 -2.296
C -1.469 -3.254 -2.590
N 0.198 -0.002 -0.977
H 2.527 0.157 -2.616
H 1.875 -0.910 -3.783
H 1.971 -1.293 -1.979
H 0.034 0.948 -2.849
H -0.659 -1.195 -3.996
H -1.783 -0.667 -2.765
H -1.743 -3.187 -3.647
H -2.406 -3.059 -2.052
H -1.198 -4.255 -2.258
H -0.809 0.144 -0.991
H 0.363 -0.997 -0.822
C -2.022 -1.293 3.008
C -1.617 -0.656 1.676
C -2.846 -0.164 0.884
O -3.271 1.036 1.538
C -4.686 1.136 1.587
N -0.718 0.524 1.989
H -2.846 -0.759 3.478
H -1.122 -1.425 3.611
H -2.303 -2.341 2.859
H -1.036 -1.325 1.038
H -3.556 -0.982 0.754
H -2.550 0.153 -0.121
H -5.017 1.774 2.409
H -5.174 0.162 1.630
H -5.110 1.684 0.737
H -0.563 0.373 2.982
H -1.442 1.244 2.074
C 3.934 1.087 -0.667
O 2.880 1.338 -0.098
N 4.340 1.691 -1.807
N 4.771 0.075 -0.312
H 3.586 2.158 -2.288
H 5.168 1.421 -2.295
H 4.696 -0.323 0.624
H 5.621 0.057 -0.840
*
```


Entry 7:
Entry from the OMol25 dataset: 2 unconnected molecules or ions with the total composition C4H12 in a non-equilibrium geometry (the ωB97M-V functional and the def2-TZVPD basis).

Output
Largest force on an atom   0.08849 hartree/bohr
Frontier orbital gap (alpha / beta)   11.325 / 3.445 eV
LUMO (alpha / beta)   -3.5 / -11.2 eV
E_HOMO (alpha / beta)   -14.8 / -14.7 eV

```
! wB97M-V def2-TZVPD RIJCOSX def2/J DEFGRID3
* xyz 1 2
C 2.303 -0.923 -0.353
C 2.197 -1.376 1.154
H 2.214 -1.916 -0.888
H 1.447 -0.206 -0.589
H 3.173 -0.411 -0.550
H 3.043 -1.959 1.313
H 2.436 -0.602 1.886
H 1.346 -1.927 1.457
C -2.116 0.683 -0.933
C -2.544 1.703 -0.021
H -2.708 -0.270 -0.781
H -2.011 0.863 -1.997
H -1.108 0.166 -0.775
H -3.460 1.483 0.695
H -1.698 1.887 0.674
H -2.514 2.805 -0.292
*
```


Entry 8:
Entry from the OMol25 dataset: a molecular structure, C10H16AlO7 in a non-equilibrium geometry (the ωB97M-V functional and the def2-TZVPD basis).

Output
Largest force on an atom   0.08034 hartree/bohr
Frontier orbital gap (alpha / beta)   7.879 / 5.090 eV
LUMO (alpha / beta)   0.4 / -2.3 eV
E_HOMO (alpha / beta)   -7.4 / -7.4 eV

```
! wB97M-V def2-TZVPD RIJCOSX def2/J DEFGRID3
* xyz 0 2
Al -0.076 -2.318 0.367
C -2.521 1.974 0.441
C -1.887 0.631 0.126
O -2.565 -0.428 0.160
O -0.671 0.546 -0.084
H -3.063 2.423 -0.391
H -1.852 2.681 0.931
H -3.227 1.700 1.225
O -2.331 -3.676 1.598
H -3.123 -3.982 2.081
O -0.729 -1.915 -2.521
C -0.911 -1.149 -3.469
O -0.083 -1.243 -4.544
C -0.535 -0.363 -5.567
C -1.891 0.128 -5.096
C -1.812 0.004 -3.604
H -0.586 -0.901 -6.514
H 0.226 0.406 -5.698
H -2.668 -0.537 -5.472
H -2.106 1.176 -5.305
H -2.763 -0.131 -3.088
H -1.262 0.807 -3.114
O 1.454 -0.297 1.947
C 2.175 0.074 2.842
O 3.406 0.638 2.516
C 4.150 0.954 3.652
C 3.486 0.174 4.765
C 2.048 0.036 4.314
H 4.070 2.011 3.905
H 5.189 0.639 3.562
H 3.408 0.633 5.750
H 4.000 -0.785 4.828
H 1.497 0.905 4.673
H 1.555 -0.814 4.786
*
```